# 1
# C4H8B2

A single C4H8B2 molecule at a distorted geometry (ωB97M-V/def2-TZVPD, the OMol25 dataset).

XYZ file:
```
14
Properties=species:S:1:pos:R:3
B 0.78 0.19 1.83
C 0.46 0.57 0.37
C -0.75 1.19 -0.32
C -0.37 -0.26 -0.73
B -1.09 -1.55 -0.66
C 1.05 0.19 -0.93
H 0.17 0.48 2.68
H 1.58 -0.63 2.16
H -1.54 1.61 0.22
H -0.58 1.87 -1.09
H -2.08 -1.51 0.14
H -0.74 -2.39 -1.30
H 1.35 0.91 -1.61
H 1.78 -0.66 -0.78
```

Properties
HOMO-LUMO gap, eV: 9.516
Net charge: 0
SMILES: B[C@]12C[C@@]1(B)C2
Energy relative to the best compared isomer or geometry (same formula, charge and spin), kcal per mole: 32.4

---

# 2
# C2H3Cl2NS

A single C2H3Cl2NS molecule at a distorted geometry (ωB97M-V/def2-TZVPD, the OMol25 dataset).

XYZ file:
```
9
Properties=species:S:1:pos:R:3
N 0.49 -0.59 1.12
C -0.35 -0.61 0.11
S -1.42 -1.83 -0.24
C -0.15 0.64 -0.84
Cl -0.35 2.18 0.02
Cl 1.42 0.67 -1.71
H 0.30 -1.21 1.92
H 0.96 0.17 1.26
H -0.90 0.57 -1.62
```

Properties
HOMO-LUMO gap, eV: 8.946
Net charge: 0
SMILES: NC(=S)C(Cl)Cl
Energy relative to the best compared isomer or geometry (same formula, charge and spin), kcal per mole: 0.0

---

# 3
# C6H8ClN

A single C6H8ClN molecule at a distorted geometry (ωB97M-V/def2-TZVPD, the OMol25 dataset).

XYZ file:
```
16
Properties=species:S:1:pos:R:3
C 0.07 -1.22 1.12
C 0.01 -0.38 -0.16
N 0.14 -1.16 -1.39
C -1.27 0.45 -0.19
C -0.98 1.76 -0.13
C 0.48 1.94 -0.09
C 1.04 0.74 -0.13
Cl 2.72 0.37 -0.12
H -0.72 -2.00 1.08
H 1.03 -1.75 1.19
H -0.03 -0.63 1.99
H -0.55 -1.94 -1.38
H 1.04 -1.64 -1.38
H -2.27 -0.02 -0.23
H -1.70 2.55 -0.12
H 0.98 2.91 -0.07
```

Properties
HOMO-LUMO gap, eV: 9.451
Net charge: 0
SMILES: C[C@@]1(N)C=CC=C1Cl
Energy relative to the best compared isomer or geometry (same formula, charge and spin), kcal per mole: 5.3

---

# 4
# C22H29NO7PPbS3

A molecular structure, C22H29NO7PPbS3 (ωB97M-V/def2-TZVPD, the OMol25 dataset).

XYZ file:
```
64
Properties=species:S:1:pos:R:3
Pb 1.31 1.86 -0.90
C -6.43 1.15 0.76
C -5.31 1.19 -0.22
C -5.48 1.86 -1.46
C -4.49 1.89 -2.40
C -3.27 1.22 -2.13
C -3.08 0.55 -0.88
C -4.08 0.55 0.04
S -1.95 1.11 -3.19
C -2.45 1.96 -4.70
O -0.19 -1.73 -3.21
H -6.86 2.15 0.89
H -6.11 0.76 1.72
H -7.23 0.52 0.37
H -6.42 2.37 -1.66
H -4.64 2.42 -3.33
H -2.14 0.05 -0.68
H -3.94 0.04 0.99
H -3.42 1.59 -5.04
H -1.69 1.72 -5.44
H -2.47 3.04 -4.53
O 2.74 2.49 1.06
C 1.99 1.84 1.82
N 0.78 1.45 1.37
S 0.02 0.41 2.42
O 0.03 -0.93 1.90
O -1.26 0.96 2.78
C 1.26 0.59 3.68
C 1.30 0.03 4.94
C 2.43 0.30 5.71
C 3.46 1.10 5.23
C 3.39 1.66 3.96
C 2.27 1.40 3.19
H 0.50 -0.60 5.31
H 2.50 -0.12 6.71
H 4.32 1.30 5.85
H 4.18 2.30 3.58
C 1.25 -3.71 1.53
C 0.46 -3.45 0.28
O 1.22 -2.64 -0.66
P 1.22 -1.08 -0.90
O 2.54 -0.52 -0.16
C 3.82 -1.22 -0.12
C 4.82 -0.35 0.60
O 1.87 -1.07 -2.44
C 1.21 -1.75 -3.48
C 1.53 -1.07 -4.79
H 0.66 -4.31 2.22
H 1.51 -2.77 2.02
H 2.17 -4.26 1.30
H -0.48 -2.94 0.51
H 0.24 -4.37 -0.25
H 4.13 -1.42 -1.15
H 3.66 -2.16 0.39
H 4.92 0.62 0.10
H 5.79 -0.84 0.61
H 4.50 -0.17 1.63
H -0.61 -2.49 -3.64
H 1.56 -2.79 -3.48
H 1.23 -0.02 -4.74
H 1.00 -1.56 -5.61
H 2.60 -1.13 -4.99
S -1.66 3.88 0.81
C -0.72 3.15 -0.11
```

Properties
HOMO-LUMO gap (spin up / spin down), eV: 7.712 / 5.380
Net charge: +2
<S²>: 0.7719
2S+1: 2
Energy relative to the best compared isomer or geometry (same formula, charge and spin), kcal per mole: 26.2

---

# 5
# C4H7NO

A single C4H7NO molecule (ωB97M-V/def2-TZVPD, the OMol25 dataset).

XYZ file:
```
13
Properties=species:S:1:pos:R:3
C 1.27 -0.85 -0.45
C -0.97 -0.58 1.27
N -0.81 0.69 0.99
C -0.56 0.99 -0.41
C -0.04 -0.33 -1.00
O -0.56 -0.81 -1.98
H 1.68 -0.28 0.40
H 1.98 -0.79 -1.28
H 1.19 -1.89 -0.14
H -1.12 -0.70 2.35
H -0.79 1.47 1.66
H 0.22 1.76 -0.50
H -1.47 1.32 -0.92
```

Properties
HOMO-LUMO gap, eV: 9.381
Net charge: 0
Energy relative to the best compared isomer or geometry (same formula, charge and spin), kcal per mole: 73.8

---

# 6
# C22H35NO28S6

8 unconnected molecules or ions with the total composition C22H35NO28S6 at a distorted geometry (ωB97M-V/def2-TZVPD, the OMol25 dataset).

XYZ file:
```
92
Properties=species:S:1:pos:R:3
O -2.69 -3.32 2.26
N -1.75 -2.76 2.85
O -0.70 -3.40 3.02
C -1.93 -1.43 3.38
C -3.19 -0.78 3.28
C -3.33 0.48 3.79
C -2.22 1.14 4.32
C -0.95 0.58 4.39
C -0.82 -0.75 3.93
H -4.01 -1.23 2.75
H -4.32 0.92 3.89
H -2.39 2.17 4.60
H -0.18 1.19 4.85
H 0.10 -1.32 4.03
O 6.04 0.09 -5.71
S 6.07 -0.79 -4.56
O 7.34 -1.46 -4.18
O 5.32 -0.08 -3.23
C 4.25 -0.98 -2.69
C 4.02 -2.22 -3.52
O 4.75 -1.91 -4.66
H 4.58 -1.13 -1.67
H 3.35 -0.36 -2.71
H 2.96 -2.43 -3.69
H 4.40 -3.16 -3.11
O 5.47 0.33 0.37
S 4.40 0.39 1.36
O 3.41 -0.66 1.31
O 4.83 0.62 2.91
C 5.08 1.98 3.15
C 3.87 2.55 2.48
O 3.75 1.86 1.21
H 5.20 2.09 4.23
H 6.01 2.28 2.66
H 3.99 3.62 2.35
H 2.98 2.26 3.04
O -2.03 4.89 0.86
S -0.80 5.05 1.61
O -0.11 3.81 2.05
O 0.20 6.06 0.90
C 0.63 7.03 1.85
C -0.54 7.20 2.89
O -1.10 5.95 2.94
H 1.51 6.72 2.42
H 1.10 7.94 1.48
H -1.26 7.89 2.46
H -0.35 7.61 3.89
O 0.59 2.54 -5.27
S -0.13 1.91 -4.13
O 0.35 0.67 -3.53
O -0.47 3.05 -2.95
C -1.76 3.65 -3.21
C -2.56 2.41 -3.64
O -1.76 1.68 -4.42
H -2.21 4.10 -2.32
H -1.71 4.40 -3.99
H -3.51 2.39 -4.16
H -2.47 1.86 -2.70
O 1.70 -4.01 -2.37
S 0.96 -5.16 -1.79
O 1.08 -6.41 -2.52
O 1.30 -5.29 -0.16
C 0.22 -5.79 0.65
C -0.87 -4.92 -0.07
O -0.58 -4.76 -1.43
H 0.28 -6.87 0.56
H 0.20 -5.46 1.69
H -0.83 -3.93 0.38
H -1.90 -5.27 0.02
O -5.30 -4.21 -4.00
S -4.45 -3.56 -3.00
O -3.48 -2.63 -3.43
O -5.52 -2.69 -2.00
C -5.31 -2.85 -0.69
C -4.21 -3.95 -0.47
O -3.99 -4.52 -1.75
H -4.87 -1.98 -0.19
H -6.25 -3.02 -0.17
H -4.60 -4.69 0.22
H -3.36 -3.34 -0.17
O -3.04 -0.30 -0.04
C -1.84 -0.17 0.14
C -0.98 1.01 0.64
C 0.26 0.73 -0.06
C 0.42 -0.73 -0.25
O -0.95 -1.12 -0.30
H -1.53 1.89 0.33
H -0.88 0.73 1.69
H -0.04 1.23 -0.98
H 1.23 1.16 0.20
H 1.09 -1.09 -1.04
H 0.73 -1.24 0.66
```

Properties
HOMO-LUMO gap, eV: 8.789
Net charge: 0
SMILES: O=[N+]([O-])c1ccccc1.O=S1(=O)OCCO1.O=S1(=O)OCCO1.O=S1(=O)OCCO1.O=S1(=O)OCCO1.O=S1(=O)OCCO1.O=S1(=O)OCCO1.O=C1CCCO1
Energy relative to the best compared isomer or geometry (same formula, charge and spin), kcal per mole: 139.3

---

# 7
# C2H5N5

A single C2H5N5 molecule at a distorted geometry (ωB97M-V/def2-TZVPD, the OMol25 dataset).

XYZ file:
```
12
Properties=species:S:1:pos:R:3
H 0.32 -0.41 2.24
N -0.52 -0.77 1.78
C -0.66 -0.33 0.58
N -1.72 -0.28 -0.30
N -1.32 0.01 -1.59
C -0.08 0.39 -1.49
N 0.37 0.27 -0.20
N 1.71 0.48 0.16
H -2.48 -1.07 -0.24
H 0.47 0.75 -2.36
H 1.75 1.26 0.79
H 2.14 -0.33 0.62
```

Properties
HOMO-LUMO gap, eV: 9.173
Net charge: 0
SMILES: [H]/N=c1/[nH]ncn1N
Energy relative to the best compared isomer or geometry (same formula, charge and spin), kcal per mole: 51.7

---

# 8
# C2H8O2

2 unconnected molecules or ions with the total composition C2H8O2 at a distorted geometry (ωB97M-V/def2-TZVPD, the OMol25 dataset).

XYZ file:
```
12
Properties=species:S:1:pos:R:3
C -1.01 -0.17 -1.60
C 0.18 -0.71 -0.81
O 0.75 0.31 0.03
H -0.67 0.74 -2.08
H -1.44 -0.95 -2.32
H -1.56 0.21 -0.75
H 1.16 -0.85 -1.37
H 0.17 -1.53 -0.14
H 0.21 0.34 0.83
O 0.73 0.94 3.09
H 0.43 1.53 2.29
H 1.05 0.15 2.83
```

Properties
HOMO-LUMO gap, eV: 11.468
Net charge: 0
SMILES: CCO.O
Energy relative to the best compared isomer or geometry (same formula, charge and spin), kcal per mole: 27.6

---

# 9
# C9H10N2S

A single C9H10N2S molecule at a distorted geometry (ωB97M-V/def2-TZVPD, the OMol25 dataset).

XYZ file:
```
22
Properties=species:S:1:pos:R:3
S 4.74 0.76 -0.14
N 3.23 0.00 -0.50
C 2.34 -0.64 0.57
N 0.95 -0.54 0.28
C -0.04 -1.45 0.26
C -1.28 -0.79 0.03
C -2.59 -1.19 -0.07
C -3.57 -0.18 -0.21
C -3.16 1.18 -0.22
C -1.88 1.60 -0.16
C -0.92 0.59 -0.08
C 0.47 0.72 0.07
H 5.67 0.07 -0.91
H 2.65 0.69 -0.95
H 2.85 -1.57 0.81
H 2.46 -0.21 1.59
H 0.11 -2.56 0.33
H -2.98 -2.17 0.23
H -4.58 -0.49 -0.28
H -3.93 1.94 -0.44
H -1.61 2.61 -0.05
H 1.07 1.62 -0.16
```

Properties
HOMO-LUMO gap, eV: 8.005
Net charge: 0
SMILES: SNCn1cc2ccccc2c1
Energy relative to the best compared isomer or geometry (same formula, charge and spin), kcal per mole: 52.6

---

# 10
# C4H8O2

A single C4H8O2 molecule at a distorted geometry (ωB97M-V/def2-TZVPD, the OMol25 dataset).

XYZ file:
```
14
Properties=species:S:1:pos:R:3
C -2.22 -0.17 0.63
C -1.06 -0.13 -0.34
O 0.10 0.28 0.39
C 1.23 0.39 -0.39
O 1.29 1.13 -1.44
C 2.52 0.60 0.29
H -2.03 -0.88 1.44
H -2.39 0.82 1.07
H -3.13 -0.48 0.10
H -0.88 -1.12 -0.78
H -1.24 0.58 -1.16
H 3.07 -0.24 0.70
H 3.07 1.50 0.04
H 1.62 -0.67 -0.67
```

Properties
HOMO-LUMO gap (spin up / spin down), eV: 8.013 / 9.173
Net charge: 0
Energy relative to the best compared isomer or geometry (same formula, charge and spin), kcal per mole: 116.4

---

# 11
# C25H20BF3O2

A single C25H20BF3O2 molecule at a distorted geometry (ωB97M-V/def2-TZVPD, the OMol25 dataset).

XYZ file:
```
51
Properties=species:S:1:pos:R:3
C -1.10 -0.20 3.42
C -1.87 0.27 2.27
C -1.76 1.46 1.58
C -2.74 1.50 0.62
C -3.49 0.18 0.65
B 0.42 -2.75 -1.28
F 1.39 -2.38 -2.10
F 0.65 -2.78 0.04
F -4.82 0.34 1.07
O -2.86 -0.47 1.78
H -0.73 0.66 3.98
H -1.70 -0.83 4.09
H -0.23 -0.76 3.03
H -0.99 2.20 1.80
H -2.97 2.31 -0.07
C -8.66 -4.37 0.69
O -7.27 -4.63 1.01
C -6.34 -3.79 0.46
C -5.09 -3.75 1.10
C -4.27 -2.67 0.86
C -4.54 -1.78 -0.18
C -3.56 -0.65 -0.52
C -4.02 0.27 -1.66
C -3.17 0.14 -2.76
C -3.46 0.69 -4.01
C -4.62 1.45 -4.12
C -5.44 1.68 -2.99
C -5.11 1.11 -1.74
C -2.18 -0.88 -2.49
C -2.32 -1.37 -1.18
C -1.79 -2.59 -0.85
C -0.99 -3.31 -1.87
C -1.03 -2.82 -3.26
C -1.54 -1.59 -3.51
C -5.70 -1.94 -0.94
C -6.62 -2.92 -0.62
H -9.19 -5.07 1.33
H -8.93 -3.33 0.94
H -8.86 -4.56 -0.37
H -4.84 -4.50 1.84
H -3.39 -2.55 1.48
H -2.80 0.47 -4.85
H -4.91 1.86 -5.09
H -6.38 2.23 -3.09
H -5.73 1.30 -0.87
H -2.06 -3.07 0.09
H -0.97 -4.40 -1.82
H -0.71 -3.48 -4.07
H -1.52 -1.12 -4.49
H -5.88 -1.26 -1.77
H -7.56 -2.97 -1.17
```

Properties
HOMO-LUMO gap, eV: 3.120
Net charge: 0
Energy relative to the best compared isomer or geometry (same formula, charge and spin), kcal per mole: 74.1

---

# 12
# CuFO2S

A molecular structure, CuFO2S at a distorted geometry (ωB97M-V/def2-TZVPD, the OMol25 dataset).

XYZ file:
```
5
Properties=species:S:1:pos:R:3
Cu -1.43 0.78 -0.69
F 1.94 -1.15 -0.30
S 1.03 -0.03 0.79
O 0.39 0.96 -0.15
O -1.92 -0.56 0.35
```

Properties
HOMO-LUMO gap (spin up / spin down), eV: 8.811 / 6.331
Net charge: 0
<S²>: 2.0208
2S+1: 3

---

no.,DFT total energy (a.u.)
1,-206.75496
2,-1451.32367
3,-748.33959
4,-3165.37928
5,-286.51396
6,-5409.47945
7,-352.93240
8,-231.41833
9,-856.57079
10,-307.52687
11,-1439.51674
12,-2288.82809